This record from the Open Molecules 2025 dataset describes a molecular structure, C14H32EuN4OP2S. The level of theory is the ωB97M-V functional and the def2-TZVPD basis.

Its multiplicity is 9. The energy above the lowest of the compared OMol25 structures with the same formula, charge and spin comes out at 20.61 kcal/mol. Its net charge is +1. Its gap between HOMO and LUMO (alpha / beta) is 7.002 / 4.252 eV. Its HOMO energy (alpha / beta) is -9.3978 / -8.9690 eV. As for the expectation value of S²: 20.04. The LUMO energy (alpha / beta) is -2.4 / -4.7 eV.

Last column: Löwdin charge in e.
Geometry (Å):
Eu (-0.452, -0.509, -0.552)  1.127
P (0.258, -3.022, 1.007)  0.768
P (-2.548, 1.499, -1.377)  0.742
N (1.871, -0.848, -0.535)  -0.303
N (0.618, 1.240, -1.863)  -0.132
H (3.660, -0.173, -1.463)  0.112
H (2.544, 2.184, -1.897)  0.122
H (2.977, 0.822, -0.089)  0.090
C (2.731, 0.232, -0.996)  -0.291
H (2.341, 0.805, -3.056)  0.124
C (2.090, 1.178, -2.035)  -0.207
H (3.350, -2.275, -1.265)  0.119
H (0.536, 2.802, -3.246)  0.128
C (2.268, -2.161, -0.998)  -0.387
C (-0.054, 2.154, -2.556)  -0.285
H (2.612, -3.609, 0.519)  0.069
C (1.768, -3.346, -0.144)  -0.413
H (1.503, -4.203, -0.801)  0.047
H (-3.286, 0.839, -2.420)  -0.070
H (-3.442, 2.596, -1.227)  -0.066
H (-0.474, -4.162, 0.533)  -0.095
H (0.874, -3.740, 2.074)  -0.077
O (-0.716, -2.317, -2.136)  -0.148
C (-0.155, -2.537, -3.233)  -0.436
C (0.437, -3.896, -3.571)  -0.009
C (0.030, -1.457, -4.311)  -0.003
H (1.879, -2.220, -1.993)  0.047
H (0.934, -4.316, -2.669)  0.072
H (-0.374, -4.591, -3.885)  0.111
H (1.227, -3.810, -4.360)  0.100
H (0.122, -0.463, -3.815)  0.059
H (0.989, -1.636, -4.870)  0.101
H (-0.860, -1.509, -4.995)  0.115
C (-1.444, 2.355, -2.514)  -0.381
H (-1.801, 3.113, -3.222)  0.068
C (-0.659, -0.670, 4.103)  -0.113
N (-1.026, 0.744, 3.974)  -0.219
C (-0.996, 1.505, 5.245)  -0.038
C (-0.636, 1.407, 2.834)  -0.725
S (0.531, 0.741, 1.779)  0.618
N (-1.158, 2.641, 2.621)  -0.197
C (-2.455, 3.009, 3.208)  -0.045
C (-0.726, 3.423, 1.460)  -0.089
H (-1.071, -1.015, 5.061)  0.092
H (0.440, -0.801, 4.090)  0.077
H (-1.091, -1.237, 3.264)  0.053
H (-0.272, 2.336, 5.214)  0.107
H (-1.997, 1.898, 5.468)  0.077
H (-0.712, 0.806, 6.040)  0.092
H (-2.301, 3.772, 3.989)  0.100
H (-3.097, 3.437, 2.424)  0.095
H (-2.941, 2.124, 3.643)  0.089
H (0.372, 3.362, 1.391)  0.068
H (-1.173, 3.039, 0.519)  0.041
H (-1.045, 4.461, 1.634)  0.098

Atoms 1-2, force components in eV/Å:
-0.5 -0.5 1.1
1.1 -1.3 -0.7

***

This record from the Open Molecules 2025 dataset describes a molecular structure, C14H32FeN4O6. The level of theory is the ωB97M-V functional and the def2-TZVPD basis.

Its multiplicity is 5. The energy above the lowest of the compared OMol25 structures with the same formula, charge and spin comes out at 11.29 kcal/mol. Its gap between HOMO and LUMO (alpha / beta) is 6.302 / 6.130 eV. Its HOMO energy (alpha / beta) is -5.8316 / -5.6603 eV. As for the expectation value of S²: 6.01. The LUMO energy (alpha / beta) is 0.5 / 0.5 eV.

Last column: Löwdin charge in e.
Geometry (Å):
Fe (0.183, 0.239, -0.687)  0.745
O (-0.980, 1.315, -1.954)  -0.365
C (-0.141, 2.193, -2.638)  -0.395
C (1.363, 2.176, -2.240)  -0.442
O (1.859, 1.102, -1.552)  -0.330
H (-0.481, 3.247, -2.587)  0.082
H (-0.214, 1.909, -3.708)  0.080
H (1.612, 3.157, -1.746)  0.075
H (1.911, 2.393, -3.191)  0.086
C (-0.235, 2.992, 0.840)  -0.279
O (-0.130, 1.776, 0.851)  -0.018
N (0.247, 3.793, 1.813)  -0.173
C (0.117, 5.213, 1.605)  -0.075
C (1.286, 3.324, 2.725)  -0.027
H (-0.682, 3.524, -0.010)  0.153
H (0.353, 5.810, 2.493)  0.084
H (-0.919, 5.534, 1.470)  0.089
H (0.766, 5.616, 0.824)  0.094
H (2.224, 3.257, 2.168)  0.103
H (1.468, 3.961, 3.587)  0.082
H (0.938, 2.359, 3.089)  0.088
C (0.400, -2.834, -1.972)  -0.281
O (0.322, -1.720, -1.506)  -0.012
N (0.211, -3.087, -3.272)  -0.177
C (0.367, -4.414, -3.815)  -0.060
C (-0.041, -1.997, -4.211)  -0.006
H (0.514, -3.748, -1.365)  0.143
H (1.389, -4.658, -4.133)  0.092
H (-0.284, -4.566, -4.671)  0.088
H (0.163, -5.139, -3.024)  0.084
H (0.813, -1.908, -4.885)  0.099
H (-0.861, -2.365, -4.842)  0.089
H (-0.356, -1.043, -3.805)  0.090
C (2.309, -1.239, 1.193)  -0.264
O (1.333, -0.565, 0.950)  -0.017
N (2.251, -2.424, 1.843)  -0.184
C (0.992, -3.040, 2.100)  -0.048
C (3.467, -3.150, 2.074)  -0.067
H (3.339, -0.947, 0.947)  0.156
H (0.749, -3.137, 3.161)  0.094
H (0.961, -4.036, 1.641)  0.094
H (0.166, -2.494, 1.646)  0.077
H (3.392, -3.769, 2.973)  0.090
H (3.682, -3.862, 1.268)  0.092
H (4.337, -2.521, 2.242)  0.088
C (-2.448, -0.851, 1.122)  -0.290
O (-1.607, -0.728, 0.261)  -0.004
N (-3.321, 0.134, 1.427)  -0.182
C (-3.895, 0.219, 2.744)  -0.074
C (-3.479, 1.313, 0.582)  -0.023
H (-2.586, -1.740, 1.757)  0.140
H (-3.880, -0.754, 3.241)  0.083
H (-4.946, 0.523, 2.709)  0.087
H (-3.397, 0.931, 3.411)  0.090
H (-2.962, 1.154, -0.367)  0.080
H (-4.541, 1.377, 0.334)  0.093
H (-3.096, 2.196, 1.088)  0.085

Atoms 1-2, force components in eV/Å:
0.2 1.1 -1.0
0.5 -0.1 0.9

***

This record from the Open Molecules 2025 dataset describes a molecular structure, C14H32N4O2P2Sn. The level of theory is the ωB97M-V functional and the def2-TZVPD basis.

Its multiplicity is 2. Its net charge is +1. Its gap between HOMO and LUMO (alpha / beta) is 4.575 / 8.325 eV. Its HOMO energy (alpha / beta) is -6.6268 / -10.3876 eV. As for the expectation value of S²: 0.76. The LUMO energy (alpha / beta) is -2.1 / -2.1 eV.

Last column: Löwdin charge in e.
Geometry (Å):
Sn (-0.159, 0.303, -0.495)  0.658
P (1.658, -0.864, -1.002)  0.877
P (-1.871, -1.119, -0.421)  0.734
N (1.010, 1.874, -0.679)  -0.264
N (-1.514, 1.675, -0.249)  -0.266
H (0.944, 3.975, -0.293)  0.134
H (-1.598, 3.710, 0.393)  0.132
H (0.589, 2.928, 1.118)  0.108
C (0.452, 3.032, 0.022)  -0.194
H (-1.182, 3.479, -1.329)  0.120
C (-1.046, 3.053, -0.308)  -0.192
H (3.011, 2.566, -0.699)  0.135
H (-3.543, 2.135, 0.028)  0.126
C (2.361, 1.677, -0.770)  -0.235
C (-2.805, 1.328, -0.121)  -0.311
C (2.904, 0.433, -0.993)  -0.288
C (-3.231, 0.005, -0.175)  -0.327
H (3.970, 0.285, -1.186)  0.071
H (-4.273, -0.280, -0.015)  0.063
H (-2.174, -1.996, -1.509)  -0.053
H (-1.908, -2.126, 0.591)  -0.032
H (1.747, -1.538, -2.258)  -0.001
H (2.158, -1.924, -0.192)  -0.003
H (-2.089, 1.654, -2.641)  0.125
C (-1.389, 1.175, -3.351)  -0.444
C (-2.062, -0.034, -3.985)  -0.036
C (-0.906, 2.199, -4.377)  -0.035
O (-0.238, 0.701, -2.600)  -0.209
H (-2.921, 0.292, -4.597)  0.100
H (-1.351, -0.578, -4.631)  0.098
H (-2.440, -0.721, -3.212)  0.041
H (-0.408, 3.050, -3.878)  0.083
H (-0.190, 1.737, -5.079)  0.097
H (-1.758, 2.598, -4.955)  0.097
H (0.302, 1.490, -2.288)  0.076
C (0.541, -3.538, 0.808)  -0.090
N (0.923, -2.810, 2.017)  -0.113
C (1.392, -3.689, 3.074)  -0.059
C (0.808, -1.415, 2.115)  -0.342
O (0.432, -0.747, 1.101)  -0.325
N (1.024, -0.653, 3.271)  -0.100
C (1.457, -1.065, 4.607)  -0.051
C (0.749, 0.779, 3.182)  -0.040
H (-0.260, -4.267, 1.048)  0.111
H (1.418, -4.092, 0.406)  0.108
H (0.152, -2.905, 0.003)  0.023
H (2.444, -3.442, 3.332)  0.108
H (0.687, -3.665, 3.930)  0.106
H (1.416, -4.754, 2.754)  0.104
H (2.358, -0.482, 4.892)  0.107
H (0.651, -0.838, 5.338)  0.110
H (1.743, -2.092, 4.784)  0.052
H (1.424, 1.244, 2.434)  0.091
H (-0.312, 0.945, 2.889)  0.107
H (0.906, 1.307, 4.149)  0.109

Atoms 1-2, force components in eV/Å:
-2.8 1.3 0.4
6.5 -3.3 -2.7

***

This record from the Open Molecules 2025 dataset describes a molecular structure, C14H32NNiO3P2Si. The level of theory is the ωB97M-V functional and the def2-TZVPD basis.

Its multiplicity is 3. The energy above the lowest of the compared OMol25 structures with the same formula, charge and spin comes out at 0.00 kcal/mol. Its net charge is +1. Its gap between HOMO and LUMO (alpha / beta) is 7.305 / 7.742 eV. Its HOMO energy (alpha / beta) is -10.4980 / -11.6704 eV. As for the expectation value of S²: 2.01. The LUMO energy (alpha / beta) is -3.2 / -3.9 eV.

Last column: Löwdin charge in e.
Geometry (Å):
Ni (0.234, -0.246, 0.090)  0.398
P (-0.808, 0.656, -1.634)  0.858
C (-0.401, -0.775, -2.727)  -0.253
C (1.021, -1.153, -2.436)  -0.278
N (1.388, -1.051, -1.114)  -0.035
C (2.598, -1.519, -0.693)  -0.282
C (3.541, -1.932, -1.624)  -0.007
C (3.221, -1.955, -2.978)  -0.010
C (1.949, -1.562, -3.383)  0.001
C (2.886, -1.525, 0.800)  -0.239
P (1.253, -1.355, 1.620)  0.837
H (1.651, -1.512, -4.437)  0.130
H (4.504, -2.246, -1.257)  0.122
H (3.947, -2.285, -3.716)  0.125
H (3.373, -2.461, 1.127)  0.107
H (3.532, -0.671, 1.075)  0.113
H (-1.111, -1.571, -2.311)  0.061
H (-0.606, -0.610, -3.794)  0.111
H (-2.229, -2.502, -0.301)  0.034
O (-2.099, -2.485, -1.314)  -0.112
H (-2.084, -3.395, -1.651)  0.072
H (-1.895, -1.409, 1.381)  0.024
O (-2.186, -2.376, 1.339)  -0.106
H (-2.945, -2.485, 1.969)  0.104
C (0.754, -3.079, 1.770)  -0.223
H (1.584, -3.643, 2.217)  0.061
H (-0.150, -3.170, 2.380)  0.045
H (0.516, -3.464, 0.769)  0.060
C (1.517, -0.642, 3.238)  -0.233
H (0.547, -0.448, 3.710)  0.054
H (2.099, -1.344, 3.848)  0.062
H (2.041, 0.316, 3.139)  0.053
C (-0.021, 2.112, -2.340)  -0.231
H (-0.317, 2.253, -3.392)  0.063
H (-0.340, 2.982, -1.748)  0.036
H (1.069, 2.000, -2.257)  0.052
C (-2.572, 0.812, -1.920)  -0.205
H (-3.035, 1.443, -1.155)  0.027
H (-2.738, 1.247, -2.918)  0.070
H (-2.987, -0.203, -1.861)  0.051
C (-2.221, 3.122, 0.779)  -0.174
Si (-1.581, 1.757, 1.938)  0.254
C (-0.004, 2.481, 2.673)  -0.179
C (-2.863, 1.480, 3.291)  -0.168
O (-1.321, 0.313, 1.233)  -0.496
H (-2.383, 4.034, 1.384)  0.044
H (-3.190, 2.863, 0.325)  0.022
H (-1.519, 3.402, -0.023)  0.008
H (-0.231, 3.492, 3.051)  0.041
H (0.369, 1.878, 3.513)  0.009
H (0.808, 2.577, 1.935)  0.028
H (-3.804, 1.126, 2.847)  0.032
H (-2.516, 0.710, 3.994)  0.026
H (-3.090, 2.383, 3.875)  0.036

Atoms 1-2, force components in eV/Å:
-2.8 1.9 1.7
-0.3 0.0 -1.3

***

Sequential strongest force on any atom output: 2.5 1.8 7.8 3.8 eV/Å